No. 1
Density functional theory data (ωB97M-V/def2-TZVPD) for a 9-piece molecular cluster, C38H101N7O11 overall.

The value obtained for the energy above the lowest of the compared OMol25 structures with the same formula, charge and spin is 89.91 kcal/mol. As for the SMILES: COC[C@H](C)N.COC[C@H](C)N.COC[C@H](C)N.COC[C@H](C)N.COC[C@H](C)N.COCCNCCOC.COCCNCCOC.CC(C)O.CC(C)O.

Geometry (Å):
C 2.166 -5.374 -3.857
C 2.011 -5.878 -5.297
C 1.792 -4.813 -6.338
O 3.196 -6.492 -5.634
H 2.288 -6.196 -3.153
H 1.326 -4.747 -3.560
H 3.004 -4.722 -3.610
H 1.190 -6.575 -5.467
H 1.624 -5.490 -7.176
H 2.635 -4.141 -6.494
H 0.807 -4.346 -6.339
H 3.250 -6.751 -6.557
C -2.886 2.217 -2.166
C -3.171 3.143 -0.969
C -4.126 2.641 0.159
O -1.900 3.402 -0.432
H -3.782 2.174 -2.785
H -2.739 1.167 -1.915
H -2.082 2.545 -2.825
H -3.678 4.041 -1.322
H -3.669 1.734 0.554
H -5.185 2.482 -0.044
H -4.101 3.329 1.004
H -1.669 2.580 0.007
C 4.245 -1.329 12.012
O 3.615 -1.536 10.816
C 4.359 -2.238 9.837
C 3.548 -2.253 8.608
N 2.345 -3.135 8.705
C 1.211 -2.715 7.853
C 0.673 -1.292 8.098
O -0.214 -1.117 7.046
C -0.010 0.073 6.286
H 5.138 -0.732 11.829
H 4.567 -2.292 12.409
H 3.654 -0.865 12.802
H 4.761 -3.214 10.107
H 5.176 -1.566 9.574
H 4.249 -2.721 7.918
H 3.395 -1.220 8.299
H 2.000 -2.977 9.642
H 0.321 -3.344 7.852
H 1.604 -2.856 6.846
H 1.549 -0.650 8.011
H 0.332 -1.176 9.127
H -0.791 0.089 5.526
H 0.992 0.200 5.875
H -0.201 0.900 6.971
C 3.243 -1.313 -6.191
O 2.049 -1.742 -6.890
C 0.841 -1.431 -6.140
C -0.282 -1.711 -7.144
N -1.570 -1.666 -6.361
C -2.193 -0.409 -6.092
C -3.024 0.051 -7.326
O -4.373 -0.256 -7.263
C -5.026 0.117 -8.416
H 3.309 -1.766 -5.202
H 3.228 -0.245 -5.977
H 4.161 -1.607 -6.700
H 0.819 -0.414 -5.748
H 0.851 -2.231 -5.400
H -0.151 -2.621 -7.730
H -0.306 -0.989 -7.961
H -2.277 -2.327 -6.650
H -1.478 0.382 -5.869
H -2.769 -0.595 -5.186
H -2.516 -0.319 -8.217
H -2.900 1.133 -7.388
H -4.580 -0.395 -9.269
H -4.934 1.187 -8.600
H -6.083 -0.116 -8.287
C -2.556 -1.647 2.921
C -3.381 -0.376 2.720
C -4.718 -0.599 2.009
O -4.601 -1.131 0.698
C -5.746 -0.744 -0.156
N -3.718 0.071 4.102
H -2.498 -2.267 2.026
H -3.021 -2.231 3.714
H -1.550 -1.412 3.269
H -2.795 0.286 2.083
H -5.257 0.349 1.996
H -5.345 -1.272 2.594
H -6.640 -1.349 -0.007
H -5.481 -0.772 -1.213
H -6.054 0.296 -0.046
H -4.127 -0.542 4.792
H -2.921 0.469 4.577
C 3.929 -2.238 0.727
C 3.282 -3.613 0.599
C 1.942 -3.786 1.286
O 2.037 -3.379 2.654
C 1.006 -4.008 3.384
N 3.027 -4.034 -0.768
H 4.516 -2.138 1.640
H 3.130 -1.510 0.585
H 4.639 -2.160 -0.096
H 4.056 -4.261 1.011
H 1.731 -4.856 1.284
H 1.114 -3.334 0.739
H 0.931 -5.075 3.171
H 0.045 -3.527 3.198
H 1.143 -4.018 4.465
H 2.210 -3.537 -1.095
H 3.722 -3.612 -1.367
C -1.535 -1.948 -0.778
C -0.265 -1.184 -1.059
C 0.328 -0.426 0.205
O -0.553 0.583 0.674
C -0.288 1.179 1.877
N 0.718 -1.981 -1.740
H -2.179 -1.174 -0.361
H -1.269 -2.699 -0.035
H -2.059 -2.433 -1.601
H -0.388 -0.488 -1.889
H 1.316 0.002 0.034
H 0.382 -1.119 1.045
H 0.726 1.535 2.054
H -0.300 0.457 2.693
H -0.987 1.979 2.123
H 1.326 -1.220 -2.006
H 0.233 -2.209 -2.597
C -0.619 9.125 2.971
C -1.030 8.176 1.838
C -2.138 7.203 2.307
O -1.644 6.327 3.348
C -1.292 5.020 2.899
N -1.331 8.942 0.696
H -1.445 9.759 3.296
H 0.101 9.844 2.581
H -0.271 8.827 3.959
H -0.122 7.623 1.599
H -2.510 6.561 1.509
H -2.974 7.742 2.754
H -0.736 4.556 3.713
H -0.675 5.028 2.000
H -2.144 4.412 2.594
H -0.836 9.817 0.591
H -1.196 8.571 -0.234
C 1.255 2.378 -2.339
C 1.188 2.909 -3.755
C 2.455 2.555 -4.525
O 3.275 3.681 -4.513
C 4.682 3.416 -4.834
N -0.028 2.382 -4.451
H 2.118 2.606 -1.713
H 1.291 1.296 -2.217
H 0.307 2.751 -1.950
H 1.147 3.981 -3.562
H 2.318 2.206 -5.548
H 2.963 1.851 -3.865
H 5.118 4.414 -4.796
H 4.854 2.847 -5.748
H 5.130 2.949 -3.957
H -0.802 2.985 -4.693
H -0.516 1.682 -3.910

***

No. 2
Density functional theory data (ωB97M-V/def2-TZVPD) for a 11-piece molecular cluster, C38H104N10O17 overall.

As for the net charge: -1. As for the multiplicity: 2. The expectation value of S² is 0.75. Its electronic energy is -90791.326 eV.

Geometry (Å):
C 1.313 -0.627 -0.757
O 2.273 -0.493 -0.008
N 0.567 0.382 -1.060
N 0.932 -1.710 -1.325
H 0.638 1.211 -0.487
H -0.062 0.253 -1.839
H 0.171 -1.602 -1.980
H 1.519 -2.531 -1.288
C 1.948 -5.322 -2.185
O 1.120 -5.243 -3.049
N 3.014 -4.661 -2.033
N 1.722 -5.996 -1.088
H 3.500 -4.696 -1.149
H 3.376 -4.051 -2.752
H 2.432 -5.882 -0.379
H 0.827 -6.449 -0.971
C -3.190 5.695 -4.924
O -3.070 4.488 -4.155
C -4.048 4.304 -3.131
C -3.641 3.196 -2.114
N -2.523 3.519 -1.218
C -2.120 2.512 -0.174
C -0.878 2.993 0.650
O 0.180 3.399 -0.179
C 1.255 3.995 0.547
H -3.667 6.489 -4.350
H -3.681 5.519 -5.881
H -2.225 6.100 -5.230
H -4.934 3.977 -3.674
H -4.230 5.233 -2.590
H -3.496 2.291 -2.705
H -4.566 3.036 -1.561
H -2.392 4.435 -0.812
H -1.910 1.632 -0.782
H -3.001 2.322 0.439
H -0.474 2.195 1.273
H -1.190 3.682 1.435
H 2.067 4.291 -0.117
H 1.663 3.376 1.346
H 0.940 4.955 0.958
C -3.194 -0.822 0.217
O -4.193 0.114 -0.202
C -5.385 -0.126 0.472
C -6.395 1.025 0.078
N -6.675 1.021 -1.377
C -7.260 2.261 -1.791
C -7.719 2.135 -3.286
O -6.552 2.161 -4.090
C -6.737 2.137 -5.537
H -3.376 -1.879 0.025
H -3.153 -0.690 1.298
H -2.302 -0.612 -0.375
H -5.166 -0.154 1.540
H -5.780 -1.095 0.168
H -5.861 1.891 0.468
H -7.345 0.963 0.608
H -5.812 0.979 -1.899
H -6.647 3.124 -1.532
H -8.143 2.449 -1.180
H -8.335 2.991 -3.561
H -8.357 1.261 -3.417
H -7.445 1.415 -5.942
H -5.764 1.955 -5.993
H -7.111 3.075 -5.948
C -0.747 -3.505 1.537
O -0.864 -3.538 2.970
C -1.485 -4.695 3.372
C -1.663 -4.669 4.881
N -2.813 -3.934 5.461
C -2.648 -3.847 6.918
C -3.844 -3.197 7.692
O -4.275 -1.945 7.255
C -5.535 -1.497 7.651
H -0.136 -4.320 1.150
H -0.199 -2.598 1.281
H -1.724 -3.675 1.084
H -0.806 -5.521 3.160
H -2.404 -4.926 2.833
H -0.728 -4.361 5.350
H -1.735 -5.727 5.134
H -2.755 -2.987 5.114
H -1.808 -3.169 7.066
H -2.387 -4.832 7.303
H -3.568 -3.360 8.734
H -4.662 -3.916 7.656
H -5.711 -1.282 8.705
H -6.290 -2.185 7.269
H -5.753 -0.509 7.247
C 4.600 -2.845 -4.332
O 3.182 -3.035 -4.609
C 2.533 -1.778 -4.804
C 1.104 -1.951 -5.298
N 0.356 -2.725 -4.329
C -0.945 -3.132 -4.847
C -1.857 -3.667 -3.802
O -2.580 -2.770 -3.024
C -3.578 -3.429 -2.257
H 5.158 -3.780 -4.298
H 4.794 -2.497 -3.317
H 5.077 -2.229 -5.095
H 3.114 -1.249 -5.559
H 2.521 -1.140 -3.920
H 1.064 -2.471 -6.255
H 0.751 -0.948 -5.537
H 0.849 -3.546 -4.010
H -0.812 -3.886 -5.623
H -1.479 -2.396 -5.449
H -1.326 -4.327 -3.116
H -2.606 -4.281 -4.303
H -4.274 -4.026 -2.845
H -4.130 -2.645 -1.739
H -3.063 -4.076 -1.547
C 4.091 2.801 3.530
O 3.188 1.756 3.896
C 3.103 0.706 2.863
C 1.931 -0.214 3.040
N 1.781 -0.524 4.461
C 0.769 -1.552 4.769
C 0.718 -1.701 6.394
O 0.076 -0.544 6.950
C -0.134 -0.598 8.370
H 3.544 3.682 3.193
H 4.868 2.534 2.813
H 4.549 3.191 4.439
H 4.034 0.141 2.806
H 2.966 1.138 1.872
H 2.035 -1.098 2.412
H 1.020 0.339 2.811
H 1.448 0.346 4.853
H 1.013 -2.515 4.322
H -0.246 -1.411 4.398
H 1.749 -1.754 6.744
H 0.125 -2.584 6.629
H -0.999 -1.203 8.643
H -0.234 0.447 8.664
H 0.760 -1.008 8.839
C 9.745 3.483 -2.743
O 8.954 4.502 -2.084
C 9.231 4.804 -0.757
C 8.857 3.789 0.270
N 7.418 3.549 0.509
C 6.798 3.031 -0.750
C 5.469 2.461 -0.288
O 4.875 1.713 -1.358
C 3.456 2.003 -1.481
H 9.642 2.593 -2.123
H 10.814 3.689 -2.690
H 9.435 3.260 -3.764
H 8.684 5.733 -0.596
H 10.312 4.920 -0.692
H 9.250 4.210 1.196
H 9.435 2.891 0.051
H 7.361 2.751 1.127
H 7.461 2.262 -1.144
H 6.666 3.771 -1.540
H 4.800 3.244 0.070
H 5.539 1.835 0.601
H 2.982 1.886 -0.506
H 3.059 1.301 -2.214
H 3.194 2.906 -2.031
O 4.940 -1.175 -0.862
H 4.154 -0.750 -0.517
H 5.510 -0.451 -1.120
O -0.607 3.005 -3.248
H -1.363 3.491 -2.917
H -0.389 2.392 -2.547
O -1.160 -0.401 -3.157
H -0.367 -0.647 -3.633
H -1.681 -1.204 -3.128

***

No. 3
Density functional theory data (ωB97M-V/def2-TZVPD) for a 10-piece molecular cluster, C38H104N8O10 overall.

The value obtained for the energy above the lowest of the compared OMol25 structures with the same formula, charge and spin is 53.47 kcal/mol. As for the SMILES: COC[C@H](C)N.COC[C@H](C)N.COC[C@H](C)N.COC[C@H](C)N.COC[C@H](C)N.COC[C@H](C)N.COC[C@H](C)N.COC[C@H](C)N.CC(C)O.CC(C)O.

Geometry (Å):
C -24.219 -8.935 16.717
C -23.107 -9.200 15.708
C -22.305 -7.925 15.254
O -23.072 -6.966 14.560
C -23.369 -7.306 13.199
N -22.300 -10.192 16.352
H -24.812 -9.798 17.016
H -24.912 -8.259 16.216
H -23.787 -8.451 17.593
H -23.638 -9.555 14.824
H -21.438 -8.152 14.633
H -21.865 -7.478 16.145
H -23.869 -6.431 12.782
H -24.076 -8.134 13.251
H -22.466 -7.437 12.602
H -21.461 -10.328 15.807
H -21.899 -9.731 17.156
C -25.066 -0.407 9.870
C -26.332 -0.030 10.627
C -26.548 -0.789 11.944
O -27.195 -2.032 11.667
C -26.352 -3.183 11.629
N -26.296 1.410 10.818
H -24.251 -0.058 10.504
H -24.995 0.223 8.984
H -24.898 -1.446 9.586
H -27.166 -0.239 9.958
H -27.269 -0.255 12.564
H -25.603 -0.776 12.487
H -26.879 -4.136 11.674
H -25.574 -3.093 12.387
H -25.881 -3.199 10.646
H -25.988 1.949 10.022
H -25.691 1.701 11.573
C -19.520 0.099 17.450
C -20.033 1.476 16.972
C -20.691 2.319 18.145
O -21.800 1.681 18.837
C -23.000 1.621 18.121
N -18.918 2.094 16.290
H -18.656 0.276 18.090
H -19.248 -0.544 16.613
H -20.313 -0.418 17.990
H -20.809 1.221 16.250
H -21.006 3.294 17.772
H -19.857 2.589 18.794
H -22.892 1.040 17.205
H -23.322 2.638 17.899
H -23.809 1.138 18.670
H -18.805 1.771 15.339
H -19.215 3.013 15.994
C -17.189 -1.349 9.555
C -18.352 -1.809 10.471
C -17.884 -1.804 12.020
O -18.876 -2.227 12.922
C -18.482 -2.134 14.276
N -19.438 -0.907 10.374
H -16.334 -1.997 9.748
H -16.857 -0.364 9.882
H -17.326 -1.348 8.474
H -18.609 -2.850 10.275
H -17.603 -0.787 12.293
H -16.959 -2.369 12.137
H -17.724 -2.898 14.446
H -19.319 -2.285 14.958
H -18.198 -1.100 14.477
H -19.798 -0.802 9.436
H -20.195 -1.293 10.920
C -22.259 4.118 12.756
C -22.295 2.834 13.582
C -23.141 1.767 12.947
O -24.487 2.202 13.023
C -25.185 1.777 14.191
N -20.910 2.401 13.712
H -21.738 3.932 11.817
H -21.782 4.961 13.257
H -23.265 4.427 12.475
H -22.598 3.107 14.593
H -23.045 0.787 13.413
H -22.865 1.618 11.903
H -26.078 2.396 14.279
H -24.586 1.892 15.095
H -25.562 0.784 13.947
H -20.295 3.203 13.724
H -20.655 2.170 12.763
C -21.937 -4.180 11.489
C -22.479 -2.858 12.088
C -22.999 -2.940 13.543
O -23.494 -1.711 13.937
C -23.612 -1.639 15.366
N -21.388 -1.824 12.081
H -22.713 -4.930 11.336
H -21.278 -4.597 12.250
H -21.339 -4.038 10.588
H -23.265 -2.360 11.521
H -22.120 -3.127 14.159
H -23.719 -3.738 13.724
H -23.874 -0.595 15.536
H -22.745 -1.814 16.003
H -24.501 -2.228 15.590
H -20.480 -2.090 12.434
H -21.797 -1.187 12.750
C -22.153 -2.282 8.335
C -20.824 -2.315 7.600
C -20.718 -3.121 6.321
O -21.865 -2.934 5.485
C -21.975 -1.796 4.714
N -20.366 -0.941 7.469
H -22.960 -2.065 7.635
H -22.111 -1.548 9.140
H -22.406 -3.179 8.900
H -20.047 -2.748 8.230
H -20.710 -4.190 6.534
H -19.809 -2.888 5.766
H -22.043 -0.904 5.337
H -22.848 -1.967 4.084
H -21.132 -1.608 4.049
H -21.084 -0.400 7.009
H -19.545 -0.728 6.922
C -26.055 -1.951 20.110
C -26.400 -3.421 19.970
C -25.122 -4.209 19.570
O -24.678 -3.874 18.280
C -23.623 -4.770 17.767
N -26.972 -3.907 21.245
H -25.308 -1.802 20.890
H -26.997 -1.491 20.408
H -25.719 -1.588 19.139
H -27.170 -3.567 19.213
H -25.342 -5.277 19.560
H -24.285 -4.043 20.248
H -22.684 -4.714 18.317
H -23.387 -4.495 16.739
H -23.872 -5.828 17.850
H -26.380 -3.664 22.027
H -27.814 -3.384 21.437
C -26.691 -6.030 14.546
C -27.760 -5.690 15.652
C -28.867 -4.918 15.060
O -28.301 -6.874 16.137
H -25.941 -6.744 14.886
H -26.049 -5.164 14.382
H -27.070 -6.412 13.598
H -27.258 -5.205 16.489
H -29.551 -5.443 14.394
H -28.424 -4.023 14.623
H -29.548 -4.652 15.869
H -28.388 -7.355 15.311
C -20.409 -7.822 10.063
C -21.434 -7.844 8.878
C -22.651 -6.908 9.132
O -20.691 -7.512 7.690
H -20.118 -6.794 10.279
H -19.450 -8.319 9.914
H -20.958 -8.215 10.918
H -21.653 -8.907 8.772
H -22.322 -5.877 9.001
H -23.239 -7.164 10.014
H -23.410 -7.094 8.372
H -21.367 -7.405 7.016